(1)
{"formula": "C15H31ClO4P2Re", "method": "the ωB97M-V functional and the def2-TZVPD basis", "elements": ["P", "P", "C", "C", "H", "H", "H", "H", "C", "H", "H", "H", "C", "H", "H", "H", "C", "H", "H", "H", "C", "H", "H", "H", "Re", "C", "C", "C", "C", "C", "C", "C", "C", "C", "H", "H", "H", "H", "H", "H", "H", "H", "H", "H", "H", "H", "H", "H", "H", "O", "Cl", "O", "O", "O"], "xyz": [[-1.26962, -1.21254, -1.59259], [-0.04012, 1.85143, -0.28654], [-1.52620, 0.42951, -2.25305], [-0.22505, 1.22258, -2.02632], [-2.41150, 0.89697, -1.79711], [-1.68144, 0.30231, -3.33115], [0.67606, 0.62383, -2.23583], [-0.12919, 2.05601, -2.73278], [-1.45481, 2.88133, 0.02744], [-1.31558, 3.51458, 0.91569], [-2.42043, 2.23134, 0.07210], [-1.51891, 3.53282, -0.85580], [1.28211, 3.12643, -0.70991], [0.91811, 3.80882, -1.50741], [2.19985, 2.62838, -1.08003], [1.53686, 3.71737, 0.18888], [-2.52870, -2.40082, -1.23009], [-1.98938, -3.22004, -0.72486], [-2.94852, -2.75355, -2.17866], [-3.29604, -1.94570, -0.58398], [-0.32005, -1.99062, -2.97995], [0.54380, -1.42291, -3.37547], [-1.02608, -2.08117, -3.82381], [0.02621, -2.99784, -2.69177], [-2.24726, 0.77461, 1.22273], [2.72442, 0.60538, 0.51700], [1.35830, 0.49339, 0.71142], [0.52739, -0.73543, 0.31413], [0.88366, -2.09376, 0.93445], [1.50218, -2.96292, -0.12515], [2.37795, -2.52412, -1.03893], [3.08392, -1.22622, -1.11622], [3.56409, -0.54929, 0.18808], [-1.72982, 0.06073, 3.10405], [3.17244, 1.58266, 0.68577], [1.12294, 0.90926, 1.70718], [0.56220, -0.85483, -0.80697], [-0.56398, -0.49460, 0.58343], [1.54918, -1.91721, 1.79912], [-0.07432, -2.52925, 1.28374], [1.15695, -4.00594, -0.14359], [2.61547, -3.19726, -1.86491], [2.50966, -0.44527, -1.62806], [3.95248, -1.36668, -1.77223], [3.70668, -1.22172, 1.06236], [4.58607, -0.14162, 0.01434], [-1.06188, 0.68659, 3.73001], [-1.30357, -0.92642, 2.89218], [-2.67627, -0.13581, 3.64779], [-2.91647, 1.81870, 6.35681], [-2.17539, 2.95221, 5.72001], [-3.21843, 2.03826, 1.90295], [-0.71399, 3.10679, 6.01081], [-3.35600, -0.49879, 0.90070]], "relative_energy_kcal_mol": 112.08, "molar_mass_g_mol": 559.02, "s_squared": 3.96, "lumo_energy_ha": [-0.306, -0.322], "charge": 2, "homo_ev": [-14.34, -14.18], "multiplicity": 4, "fmax_ev_per_a": 4.52, "orbital_gap_ev": [6.0, 5.4]}

(2)
{"formula": "C15H31ClO4P2Sn", "method": "the ωB97M-V functional and the def2-TZVPD basis", "elements": ["P", "P", "C", "C", "H", "H", "H", "H", "C", "H", "H", "H", "C", "H", "H", "H", "C", "H", "H", "H", "C", "H", "H", "H", "Sn", "C", "C", "C", "C", "C", "C", "C", "C", "C", "H", "H", "H", "H", "H", "H", "H", "H", "H", "H", "H", "H", "H", "H", "H", "O", "Cl", "O", "O", "O"], "xyz": [[0.27600, 0.54677, 2.34804], [0.35570, -3.22362, 0.46720], [0.91772, -0.22143, 0.77893], [0.43207, -1.41568, -0.08418], [1.96154, -0.42256, 1.03814], [0.98130, 0.63581, 0.07318], [-0.56550, -1.20186, -0.56643], [1.15275, -1.46714, -0.92786], [2.03664, -3.70746, 0.22641], [2.07688, -4.75031, 0.52750], [2.64658, -3.08120, 0.87352], [2.33514, -3.58838, -0.81929], [-0.67367, -4.05680, -0.75870], [-0.20029, -4.08531, -1.75060], [-1.67699, -3.61940, -0.85685], [-0.80726, -5.09089, -0.41107], [1.72277, 1.52010, 2.79203], [1.65910, 1.68361, 3.86806], [1.70870, 2.47431, 2.25554], [2.61501, 0.95833, 2.53287], [-0.96495, 1.89711, 2.25598], [-1.37881, 2.19909, 1.27928], [-0.53205, 2.81646, 2.67217], [-1.84224, 1.65443, 2.86562], [-1.62947, 1.01597, -0.99869], [-0.53479, 0.71100, -2.79333], [0.80592, 0.40901, -2.49844], [1.90067, 1.34395, -2.24667], [1.44036, 2.70270, -1.65766], [0.23879, 2.65326, -0.77861], [-1.08050, 3.05873, -1.12976], [-1.63971, 3.06130, -2.54047], [-0.95941, 2.02982, -3.47375], [-0.40976, -0.60912, 3.48803], [-1.09048, -0.18118, -3.09868], [1.17657, -0.56562, -2.84939], [2.49998, 1.53515, -3.15562], [2.63571, 0.88921, -1.55702], [2.28012, 3.10047, -1.07475], [1.31647, 3.42246, -2.46475], [0.50835, 2.80302, 0.27146], [-1.62270, 3.66000, -0.39007], [-1.60222, 4.06788, -2.93945], [-2.71738, 2.84684, -2.48748], [-1.67241, 1.73311, -4.25299], [-0.10342, 2.50037, -3.96935], [-1.47078, -0.74731, 3.28070], [-0.29098, -0.23973, 4.50707], [0.05709, -1.58873, 3.38933], [-2.99037, -4.35103, 1.41010], [-3.38443, -3.19982, 2.26169], [-2.97189, -1.89866, 1.59530], [-2.74053, -3.30798, 3.59718], [-0.18492, -3.30908, 1.87657]], "relative_energy_kcal_mol": 37.10, "molar_mass_g_mol": 491.52, "lumo_energy_ha": [-0.279, -0.323], "charge": 2, "homo_ev": [-15.36, -13.24], "fmax_ev_per_a": 4.30, "orbital_gap_ev": [7.8, 4.5]}

(3)
{"formula": "C15H31NNiO3P2", "method": "the ωB97M-V functional and the def2-TZVPD basis", "elements": ["P", "P", "C", "C", "H", "H", "H", "H", "C", "H", "H", "H", "C", "H", "H", "H", "C", "H", "H", "H", "C", "H", "H", "H", "Ni", "C", "C", "C", "C", "C", "C", "C", "C", "C", "H", "H", "H", "H", "H", "H", "H", "H", "H", "H", "H", "H", "H", "H", "H", "O", "N", "O", "O"], "xyz": [[2.20155, 1.41069, -0.19927], [-0.77175, 1.33548, -1.93105], [1.79476, 2.16000, -1.78566], [0.38909, 2.65054, -2.11180], [2.16288, 1.48100, -2.55832], [2.48033, 3.01743, -1.78994], [0.12052, 3.48889, -1.47695], [0.34500, 3.03002, -3.13595], [-0.68807, 0.39015, -3.48740], [-1.44562, -0.40378, -3.52422], [0.28113, -0.11017, -3.60466], [-0.83620, 1.05162, -4.34933], [-2.35279, 2.21049, -1.98273], [-2.50844, 2.67217, -2.98246], [-2.36477, 3.01287, -1.21980], [-3.19817, 1.53346, -1.76118], [3.93400, 1.05134, -0.46396], [4.36298, 0.40172, 0.31974], [4.47376, 2.01245, -0.48558], [4.00353, 0.53021, -1.43461], [2.09690, 2.83956, 0.88407], [1.10377, 3.31336, 0.88863], [2.79955, 3.60268, 0.51303], [2.37227, 2.66727, 1.93289], [2.31021, -1.19447, 3.00574], [-2.26247, -1.23712, 0.98626], [-1.65037, -2.00724, 0.06411], [-0.61413, -1.52147, -0.91613], [0.91044, -1.41265, -0.63877], [1.45520, -0.15053, 0.11711], [0.63725, 0.30397, 1.26557], [-0.68255, 0.78024, 0.95215], [-1.83208, 0.08161, 1.63350], [0.57684, -2.61993, 3.33361], [-3.19491, -1.61089, 1.44614], [-1.92219, -3.08046, -0.02310], [-0.98508, -0.55823, -1.30735], [-0.69665, -2.22351, -1.74811], [1.20169, -2.30812, -0.03763], [1.46697, -1.50423, -1.61365], [2.39313, -0.61359, 0.48343], [1.09710, 0.91670, 2.08150], [-0.79975, 0.80464, -0.18070], [-0.75930, 1.85602, 1.24089], [-1.49209, -0.13391, 2.67891], [-2.73165, 0.75416, 1.68724], [-0.34753, -2.23149, 3.81665], [1.04162, -3.29667, 4.10040], [0.12980, -3.30678, 2.57580], [-2.29257, -5.33144, 2.65017], [-3.50295, -4.95972, 2.69301], [-4.36473, -5.65902, 3.28690], [-3.84544, -3.88531, 2.11284]], "relative_energy_kcal_mol": 32.98, "molar_mass_g_mol": 394.06, "s_squared": 2.01, "lumo_energy_ha": [-0.058, -0.058], "charge": 0, "homo_ev": [-5.92, -5.92], "multiplicity": 3, "fmax_ev_per_a": 2.87, "orbital_gap_ev": [4.3, 4.3]}

(4)
{"formula": "C15H32AsF6O27S7", "method": "the ωB97M-V functional and the def2-TZVPD basis", "elements": ["As", "F", "F", "F", "F", "F", "F", "O", "S", "O", "O", "C", "C", "C", "H", "H", "H", "H", "H", "H", "H", "H", "C", "C", "O", "S", "O", "O", "O", "H", "H", "H", "H", "C", "C", "O", "S", "O", "O", "O", "H", "H", "H", "H", "C", "C", "O", "S", "O", "O", "O", "H", "H", "H", "H", "C", "C", "O", "S", "O", "O", "O", "H", "H", "H", "H", "C", "C", "O", "S", "O", "O", "O", "H", "H", "H", "H", "C", "C", "O", "S", "O", "O", "O", "H", "H", "H", "H"], "xyz": [[0.38327, 1.53256, 0.56202], [1.72623, 2.60994, 0.72352], [0.09644, 1.61816, 2.27767], [-0.96744, 0.43654, 0.44957], [0.65127, 1.42314, -1.15124], [1.45261, 0.18007, 0.81275], [-0.68165, 2.85662, 0.31218], [-5.75929, -0.66120, 3.12545], [-4.65700, -0.72114, 2.23262], [-3.67941, -1.75944, 2.33335], [-5.23205, -0.74696, 0.77847], [-4.29896, -0.69809, -0.31958], [-4.66895, -1.76252, -1.32926], [-3.84683, 0.83105, 2.20672], [-3.30378, -0.97548, 0.04497], [-4.16562, 0.30041, -0.73837], [-3.89623, -1.79509, -2.10010], [-5.60312, -1.52526, -1.83880], [-4.69298, -2.72994, -0.83415], [-3.00171, 0.76099, 1.52378], [-3.41676, 0.99679, 3.19636], [-4.55793, 1.62060, 1.99236], [0.28472, -2.81644, -0.32345], [-0.16986, -3.37208, 1.03114], [-0.50563, -4.74572, 0.82642], [-1.10753, -4.85946, -0.65499], [-2.43048, -4.34432, -0.61694], [-0.84165, -6.11527, -1.20731], [-0.14208, -3.78093, -1.29071], [1.36168, -2.71496, -0.44252], [-0.17855, -1.84923, -0.52005], [-1.05793, -2.84518, 1.38830], [0.58743, -3.27702, 1.80371], [-0.71100, -1.06462, 3.67138], [-0.62194, -0.07564, 4.84477], [-0.34600, -0.91692, 5.97104], [0.65766, -2.04790, 5.47492], [0.51524, -3.20040, 6.25898], [1.93246, -1.47112, 5.26119], [-0.06260, -2.26734, 4.08014], [-0.22713, -0.69428, 2.76963], [-1.72833, -1.24713, 3.33253], [-1.54620, 0.47801, 4.97170], [0.16550, 0.64876, 4.63712], [3.37745, 1.42366, -2.73997], [4.39728, 1.73659, -1.59801], [5.55968, 0.97081, -1.98872], [5.66457, 1.04865, -3.55713], [6.40463, -0.03135, -4.07566], [5.98393, 2.38481, -3.91961], [4.11841, 0.77586, -3.78528], [2.89231, 2.31751, -3.12100], [2.65393, 0.69665, -2.38325], [4.07847, 1.36221, -0.63373], [4.67263, 2.78834, -1.60947], [0.92765, -1.20380, -3.88022], [-0.47131, -0.73672, -3.40161], [-1.26534, -1.94070, -3.30615], [-0.68269, -2.97351, -4.36148], [-0.97654, -2.52605, -5.67269], [-0.98320, -4.28282, -3.97148], [0.82978, -2.62562, -4.02848], [1.71636, -0.95353, -3.17872], [1.13886, -0.78868, -4.86480], [-0.93119, -0.05370, -4.11009], [-0.51337, -0.29502, -2.40922], [3.66376, 1.12856, 4.12037], [4.13666, 1.33056, 2.67080], [5.54137, 1.68305, 2.78367], [6.04566, 1.70489, 4.28155], [6.73727, 2.90877, 4.51347], [6.63605, 0.46525, 4.63380], [4.60332, 1.84100, 4.93151], [3.68767, 0.06824, 4.36225], [2.68540, 1.55680, 4.30507], [3.71682, 2.21304, 2.19596], [3.97575, 0.42945, 2.08777], [-2.10933, 4.07739, -2.43817], [-2.85278, 4.39010, -3.73076], [-3.14337, 3.09485, -4.26154], [-3.55141, 2.12342, -3.06847], [-3.11089, 0.80715, -3.33310], [-4.91991, 2.33974, -2.76782], [-2.61852, 2.83021, -1.99402], [-2.26906, 4.85565, -1.69512], [-1.03659, 3.98826, -2.61486], [-2.28861, 5.02616, -4.40180], [-3.82944, 4.83130, -3.51105]], "molar_mass_g_mol": 1057.77, "lumo_energy_ha": 0.057, "charge": -1, "homo_ev": -9.06, "fmax_ev_per_a": 1.71, "orbital_gap_ev": 10.6}